11
Properties=species:S:1:pos:R:3:nbo_charge:R:1 method="wB97M-V/def2-TZVPD" total_energy_ha=-632.75082 relative_energy_kcal_mol=47.6 smiles=C[C@H]1CN1Cl orbital_gap_ev=10.380 charge=0 lumo_ev=0.8 fmax_ev_per_a=2.9
C 0.60622 -0.84371 -0.31984 -0.62
C -0.66588 -0.45941 0.22223 -0.13
C -0.76031 0.96545 0.61957 -0.27
N -1.57105 0.25649 -0.61084 -0.33
Cl -3.28125 0.00009 -0.12672 0.05
H 0.78545 -0.53239 -1.33513 0.23
H 0.56905 -1.91309 -0.36408 0.22
H 1.42914 -0.64497 0.39417 0.22
H -1.05155 -1.16948 0.86659 0.21
H -1.26611 1.26110 1.53287 0.21
H 0.09440 1.53290 0.42806 0.20

=====

11
Properties=species:S:1:pos:R:3:nbo_charge:R:1 method="wB97M-V/def2-TZVPD" total_energy_ha=-632.81395 relative_energy_kcal_mol=8.0 smiles="C=C(Cl)CN" orbital_gap_ev=10.391 charge=0 lumo_ev=0.9 fmax_ev_per_a=3.6
C -1.03663 1.56736 -0.16336 -0.42
C -0.28641 0.52058 -0.03837 -0.04
Cl -1.03122 -1.01617 0.04248 0.00
C 1.19534 0.52851 0.32528 -0.26
N 1.94718 -0.52548 -0.19958 -0.81
H -2.08364 1.38836 -0.10650 0.21
H -0.67652 2.63990 -0.29407 0.21
H 1.44550 1.58101 0.12665 0.17
H 1.20789 0.51795 1.45416 0.20
H 2.96481 -0.39182 -0.04806 0.37
H 1.80877 -0.48080 -1.19848 0.35

=====

12
Properties=species:S:1:pos:R:3:nbo_charge:R:1 method="wB97M-V/def2-TZVPD" total_energy_ha=-687.28285 relative_energy_kcal_mol=48.6 smiles="C=N/C(Cl)=[NH+]/C" orbital_gap_ev=8.922 charge=+1 lumo_ev=-5.4 fmax_ev_per_a=7.1
C -2.64975 1.61099 0.02170 0.16
N -1.77808 0.78269 0.34907 -0.39
C -1.10102 -0.26970 0.08311 0.45
Cl -1.84795 -1.75110 -0.16486 0.20
N 0.46961 -0.31042 0.16324 -0.54
C 1.27796 -1.48200 0.12181 -0.43
H -2.90799 1.82386 -1.01463 0.22
H -3.16305 2.16226 0.80255 0.23
H 0.87542 0.57150 0.43320 0.42
H 0.74421 -2.31433 -0.32564 0.23
H 1.61080 -1.76436 1.12539 0.22
H 2.15684 -1.26175 -0.48888 0.24

=====

13
Properties=species:S:1:pos:R:3:nbo_charge:R:1 method="wB97M-V/def2-TZVPD" total_energy_ha=-1106.20667 relative_energy_kcal_mol=47.3 smiles="S=CNOCCCl" orbital_gap_ev=9.190 charge=0 lumo_ev=0.7 fmax_ev_per_a=1.8
S 1.25702 -1.65360 2.32636 -0.14
C 1.68218 -0.20467 1.68384 -0.10
N 0.90553 0.50432 0.86076 -0.29
O -0.44657 0.25820 0.82483 -0.36
C -0.85581 -0.52675 -0.28009 -0.09
C -1.15318 0.37873 -1.51112 -0.42
Cl 0.22925 0.90080 -2.48563 -0.05
H 2.65917 0.28001 1.86516 0.21
H 1.12628 1.40401 0.48029 0.39
H -0.09232 -1.28426 -0.43606 0.21
H -1.76813 -1.08607 0.00470 0.21
H -1.78595 -0.19091 -2.20296 0.22
H -1.75746 1.22019 -1.13009 0.22

=====

12
Properties=species:S:1:pos:R:3:nbo_charge:R:1 method="wB97M-V/def2-TZVPD" total_energy_ha=-1030.95367 relative_energy_kcal_mol=62.0 smiles="CN[C@H](Cl)C=S" orbital_gap_ev=8.428 charge=0 lumo_ev=-0.5 fmax_ev_per_a=5.6
C 1.72141 0.37108 -0.54370 -0.42
N 0.35048 0.61657 -0.22481 -0.64
C -0.26703 -0.35940 0.52927 0.02
Cl -0.31323 -2.07992 -0.29731 -0.19
C -2.09603 -0.22432 0.55213 -0.27
S -2.94689 0.81057 -0.34310 0.09
H 2.11759 -0.25832 0.34098 0.20
H 1.60482 -0.15724 -1.50032 0.21
H 2.28107 1.31378 -0.46558 0.21
H -0.04762 1.03502 -1.03240 0.39
H 0.05565 -0.34378 1.54856 0.20
H -2.46022 -0.72404 1.43627 0.19

=====

13
Properties=species:S:1:pos:R:3:nbo_charge:R:1 method="wB97M-V/def2-TZVPD" total_energy_ha=-1018.15025 relative_energy_kcal_mol=36.7 orbital_gap_ev=7.950 charge=-1 lumo_ev=3.3 fmax_ev_per_a=3.8
C -2.54693 1.52821 -0.01719 0.48
C -0.06585 0.31813 1.72768 -1.06
C -0.00473 0.77475 -1.67080 -1.15
O -3.43909 2.32669 -0.14738 -0.63
O -2.46665 0.25302 0.10491 -0.73
Si -0.74149 1.13391 0.04086 1.48
Cl 2.80033 0.84742 0.32126 -0.95
H 0.62440 1.02301 2.22062 0.26
H -0.84564 -0.18980 2.27556 0.22
H 0.63351 -0.59361 1.33235 0.27
H 1.07820 1.01501 -1.42352 0.31
H -0.26453 -0.27883 -1.91126 0.25
H -0.33592 1.52919 -2.37967 0.23

=====

11
Properties=species:S:1:pos:R:3:nbo_charge:R:1 method="wB97M-V/def2-TZVPD" total_energy_ha=-919.35674 relative_energy_kcal_mol=41.1 orbital_gap_ev=8.347 charge=0 lumo_ev=-0.3 fmax_ev_per_a=4.7
H 1.10070 1.19110 -1.73746 -0.06
P 1.76014 0.12717 -1.20722 0.36
C 0.53446 -0.46813 -0.14676 -0.54
C -0.74153 0.22449 -0.05528 -0.23
C -1.48879 -0.17291 0.99575 -0.37
H 0.61396 -1.35350 0.49323 0.22
H -1.07532 0.96418 -0.74683 0.21
H -2.48686 0.23941 0.91175 0.21
H -1.09377 -0.97752 1.55461 0.20
Cl 4.44156 2.06783 0.23270 -0.23
H 4.43904 0.91984 -0.00505 0.24

=====

15
Properties=species:S:1:pos:R:3:nbo_charge:R:1 method="wB97M-V/def2-TZVPD" total_energy_ha=-1538.54670 orbital_gap_ev="4.235 / 4.463" charge=-1 multiplicity=6 lumo_ev="1.4 / 1.7" fmax_ev_per_a=3.0
C -2.09928 -1.56254 0.40078 -0.04
C -0.86904 -0.73892 0.77727 -0.09
O 0.29780 -1.34097 0.19144 -0.50
C 1.46884 -0.75744 0.35736 0.96
O 1.59195 0.30898 1.02280 -0.84
O 2.46679 -1.27282 -0.22434 -0.83
O -3.23684 -1.02929 0.95136 -0.98
Cr 3.55074 0.22423 0.58423 0.82
H -1.91198 -2.60860 0.73673 0.09
H -2.13129 -1.61214 -0.71453 0.09
H -0.75028 -0.70957 1.87002 0.17
H -0.97045 0.29031 0.40516 0.17
H -4.45029 0.74251 -0.42021 0.53
O -4.96288 1.47364 -0.99582 -1.00
H -4.50884 2.30058 -0.82186 0.45

=====

14
Properties=species:S:1:pos:R:3:lowdin_charge:R:1 method="wB97M-V/def2-TZVPD" total_energy_ha=-439.00338 relative_energy_kcal_mol=25.5 orbital_gap_ev=2.508 charge=-1 lumo_ev=1.4 fmax_ev_per_a=7.9
Cs -3.30520 -1.11468 -0.11479 0.98
C -2.15506 2.33194 -0.89402 -1.17
O -2.13662 1.57613 0.06492 -0.29
O -2.60689 2.05988 -2.07673 -0.23
O -1.68346 3.46329 -0.73850 -0.14
C 2.09222 -1.66574 0.38601 -0.08
C 1.18202 -0.41034 0.43831 -0.32
O -0.17682 -0.76727 0.51551 -0.17
H 1.53651 -2.32110 -0.28465 0.06
H 2.08451 -2.16515 1.35484 0.06
H 3.08554 -1.42794 0.00540 0.07
H 1.38961 0.32314 -0.34080 0.12
H 1.39627 0.10820 1.37283 0.10
H -0.70262 0.00961 0.31161 -0.01

=====

16
Properties=species:S:1:pos:R:3:nbo_charge:R:1 method="wB97M-V/def2-TZVPD" total_energy_ha=-2334.54893 relative_energy_kcal_mol=43.9 orbital_gap_ev="4.401 / 6.892" charge=0 multiplicity=2 lumo_ev="-2.1 / -2.1" fmax_ev_per_a=6.1
H -2.79273 -0.44074 0.44136 0.14
C -1.90150 -0.13661 -0.14215 -0.10
C -0.69427 -0.64106 0.63178 -0.10
O 0.28392 -1.24062 -0.19006 -0.78
Cu -3.28258 2.82292 -0.52175 0.73
O -1.72941 1.22259 -0.40613 -1.08
H -2.00241 -0.70712 -1.08703 0.15
H -0.93482 -1.28853 1.48929 0.18
H -0.36880 0.22276 1.23726 0.14
C 2.16998 -0.02665 0.09736 0.98
O 2.52274 0.70472 1.04947 -0.69
O 2.96423 -1.05753 -0.31566 -0.70
H 2.89653 -1.75310 0.34846 0.49
Mg 0.63035 2.27427 -0.51543 1.13
O 1.63902 0.59652 -0.97202 -1.02
H 0.59974 -0.55181 -1.14475 0.52

=====

15
Properties=species:S:1:pos:R:3:lowdin_charge:R:1 method="wB97M-V/def2-TZVPD" total_energy_ha=-1136.50030 orbital_gap_ev="6.507 / 6.563" charge=+1 multiplicity=8 lumo_ev="-4.2 / -4.3" fmax_ev_per_a=4.6
O -1.63846 0.01475 -1.54457 0.03
C -0.71785 0.16826 -0.63099 -0.64
O 0.47435 -0.09697 -0.83570 -0.11
O -1.21653 0.42414 0.53575 -0.03
C -0.49467 -0.11536 1.70539 -0.25
H -1.17683 -0.92515 2.00978 0.03
H -0.45491 0.37532 2.68618 0.01
H 1.66767 1.55603 2.53923 0.07
C -1.32046 -0.76795 -2.69945 -0.02
H -2.20855 -0.72721 -3.33458 0.11
H -0.43728 -0.37662 -3.21800 0.10
O 2.55684 1.11645 2.05525 -0.76
Eu 1.94868 -0.79818 0.97504 1.53
Li 4.12516 1.95314 2.15603 0.81
H -1.10718 -1.80067 -2.39936 0.10

=====

78
Properties=species:S:1:pos:R:3:lowdin_charge:R:1 method="wB97M-V/def2-TZVPD" total_energy_ha=-9828.68627 relative_energy_kcal_mol=132.9 orbital_gap_ev=3.553 charge=-4 lumo_ev=1.7 fmax_ev_per_a=12.4
Li -4.04122 2.24002 3.29286 0.89
Li -4.25329 3.12228 -1.18697 0.85
Li -1.80347 3.61605 -4.24093 0.84
N -4.86237 3.19089 -4.14225 -0.33
S -5.87001 4.54621 -4.68822 0.61
O -7.32410 4.53224 -4.53730 -0.28
O -5.31433 5.27218 -5.81273 -0.27
F -5.37868 5.47068 -3.40383 -0.27
S -5.60851 2.22575 -5.15350 0.40
O -5.49714 2.44554 -6.54313 -0.24
O -6.87370 1.68606 -4.73755 -0.29
F -4.72614 0.85932 -4.88118 -0.22
N 1.88607 1.67718 -7.79325 -0.24
S 1.62399 1.27351 -9.45494 0.58
O 0.23532 1.10736 -9.91924 -0.32
O 2.65668 0.46243 -10.00965 -0.29
F 2.01980 2.73499 -10.07719 -0.24
S 0.81713 0.70036 -7.33348 0.43
O 0.60115 -0.64811 -7.82142 -0.29
O -0.36746 1.37732 -6.76765 -0.36
F 1.65050 0.44904 -5.94522 -0.25
N 0.23077 -8.10242 1.56191 -0.23
S -1.30822 -7.28234 1.21815 0.54
O -2.27631 -7.01801 2.28447 -0.30
O -1.72799 -7.65225 -0.09348 -0.29
F -0.61353 -5.93235 0.99230 -0.16
S -0.46670 -9.28634 2.12808 0.33
O -0.91328 -10.25611 1.16569 -0.32
O -1.10944 -9.18321 3.40412 -0.32
F 0.93378 -9.92627 2.60904 -0.25
N -2.76938 1.16064 0.68773 -0.36
S -2.76678 -0.39177 0.53080 0.44
O -2.40706 -1.16590 1.68773 -0.24
O -2.58780 -0.98959 -0.81179 -0.26
F -4.36041 -0.43070 0.65513 -0.24
S -1.13911 1.33083 0.23691 0.54
O -1.08831 1.56205 -1.19140 -0.30
O -0.12818 0.50235 0.88350 -0.22
F -0.96185 2.80470 0.80810 -0.21
N -4.33522 0.79704 6.19483 -0.29
S -4.90681 -0.53456 6.64016 0.45
O -5.88425 -0.46519 7.76423 -0.31
O -4.31242 -1.83069 6.22537 -0.27
F -6.04568 -0.44162 5.46231 -0.28
S -3.20943 0.62625 7.47910 0.55
O -2.22646 -0.46389 7.39207 -0.27
O -3.71029 0.99203 8.77729 -0.29
F -2.30501 1.93575 7.14682 -0.24
N 5.07119 -4.93256 1.43194 -0.26
S 5.04767 -3.62402 0.60266 0.41
O 4.32391 -3.54248 -0.65861 -0.29
O 6.19188 -2.85374 0.86436 -0.30
F 3.89900 -3.05547 1.64574 -0.26
S 6.07797 -5.71366 0.31094 0.54
O 7.05880 -5.06334 -0.51982 -0.31
O 5.26287 -6.75284 -0.26921 -0.30
F 7.00922 -6.44730 1.43417 -0.24
N 0.13012 5.94450 -4.87457 -0.29
S -0.05133 6.88815 -6.03245 0.41
O 1.17324 7.12174 -6.79394 -0.29
O -1.11762 7.83316 -6.09378 -0.27
F -0.57948 5.62796 -6.89130 -0.23
S 0.09117 7.12398 -3.69054 0.54
O -1.11623 7.25888 -2.86131 -0.33
O 0.74504 8.39514 -3.95227 -0.29
F 1.04827 6.35809 -2.71961 -0.18
C 4.84344 1.63093 4.71019 -0.02
O 5.03940 1.27372 6.12304 -0.03
C 5.18178 -0.03938 6.48493 -0.59
O 5.32290 -0.97466 5.69890 0.12
O 5.32430 -0.03659 7.78280 0.00
C 5.56764 -1.27002 8.54260 -0.01
H 5.27388 0.82648 4.11379 0.09
H 5.20099 2.60064 4.36388 0.08
H 3.80121 1.57045 4.39681 0.09
H 4.81117 -2.02368 8.32383 0.10
H 5.64608 -1.20248 9.62767 0.08
H 6.54667 -1.62132 8.21676 0.09